Entry 1:
63
Properties=species:S:1:pos:R:3:forces:R:3 method="wB97M-V/def2-TZVPD" smiles=CCO.CCO.CCO.CCO.CCO.CCO.O.O.O homo_energy_ev=-9.24 relative_energy_ev=2.645
O 2.4033 2.1992 -3.3052 0.14 0.07 0.10
O -0.4971 -2.2501 4.2149 0.27 0.09 -0.20
O 3.0866 0.7803 1.7030 0.05 0.42 0.05
O -3.3455 1.3993 2.9295 -0.07 1.10 0.45
O 7.0487 -0.9686 -0.8683 0.15 0.31 0.21
O -2.7921 -3.3966 -0.5882 -0.08 0.08 -0.38
O 0.6933 0.3176 -4.4560 -0.01 -0.09 -0.26
O -2.6962 -0.4721 -4.0064 -0.11 -0.13 0.09
O 1.5803 1.4624 -0.6412 -0.06 0.01 -0.06
C -3.3396 -1.0861 -0.1337 -0.26 0.55 -0.29
C -4.4780 2.2996 2.9659 -0.78 -1.13 0.14
C 0.3058 0.0569 4.2456 -0.82 -0.44 -0.42
C -0.1471 -1.1184 3.4074 -0.23 -0.68 -0.36
C 0.2181 0.9864 -0.6393 0.60 0.03 0.23
C 1.1347 -1.6897 -3.1850 0.26 0.45 -0.17
C -4.9609 2.6215 1.5686 -0.59 0.67 0.29
C 4.7616 -0.5877 -1.4236 0.43 0.16 0.06
C 5.8398 -0.4370 -0.3487 -1.10 -0.54 -0.18
C -0.5659 1.6971 0.4570 0.34 -0.07 -0.23
C 1.0293 -1.0493 -4.5871 0.23 -0.18 1.78
C -3.3479 -2.5135 0.3611 -0.11 0.17 0.83
H 0.1775 -1.7229 -2.6611 -0.15 -0.31 -0.30
H -4.1613 -0.8538 -0.8159 -0.07 -0.31 -0.01
H 1.4497 0.7794 -4.0387 -0.38 -0.04 -0.30
H 1.7522 -1.0541 -2.5406 0.30 -0.16 -0.15
H -2.9593 -1.3881 -3.8590 0.04 0.09 0.03
H -2.4396 -0.7927 -0.6779 0.25 -0.30 0.25
H -3.4603 -0.4047 0.7114 0.11 -0.02 0.05
H 5.8775 0.6131 -0.0391 0.50 -0.01 -0.06
H -5.7679 3.3615 1.6533 0.07 -0.08 -0.04
H 3.0884 1.7457 1.6203 0.14 -0.18 0.20
H 0.2884 0.8866 3.5357 0.51 0.40 0.50
H -1.4529 -2.3280 4.2152 -0.03 -0.02 0.06
H -2.8018 -2.5811 1.3127 0.27 0.08 -0.15
H -4.2161 3.0594 0.9067 0.20 -0.20 0.06
H -0.2341 2.7329 0.5268 -0.12 0.09 -0.15
H -0.2800 1.2077 1.3893 -0.35 0.09 0.18
H -0.1212 1.1318 -1.6640 -0.26 0.15 0.10
H -2.2897 -0.1976 -3.1772 0.07 -0.02 -0.14
H -0.9957 -0.8707 2.7588 -0.09 0.30 0.27
H 5.1830 -0.2936 -2.3870 -0.05 0.00 -0.02
H -2.6455 1.9226 3.3380 0.24 -0.48 -0.18
H 3.9059 0.0553 -1.2147 -0.05 -0.11 0.06
H 3.3666 2.1765 -3.2685 -0.14 -0.01 0.02
H 0.6246 -1.4132 2.6867 0.17 -0.14 0.31
H 0.2553 -1.6133 -5.1035 -0.02 0.47 -0.52
H 2.0322 1.1398 0.1504 -0.22 -0.25 -0.24
H -0.4382 0.2041 5.0297 0.04 0.27 -0.01
H 7.6772 -1.0501 -0.1430 0.00 0.00 -0.13
H -4.3409 3.1537 3.6348 0.55 0.18 -0.42
H -1.6453 1.6725 0.3120 0.02 -0.16 0.12
H -5.4203 1.7374 1.1304 0.28 -0.07 -0.21
H 3.4542 0.6081 2.5779 -0.09 -0.07 -0.10
H 2.0117 -1.1712 -5.0539 -0.17 -0.04 -0.40
H 2.1105 2.1731 -2.3785 0.15 -0.14 0.03
H -4.3754 -2.7731 0.6475 -0.06 -0.16 -0.34
H 5.5142 -1.0317 0.5138 0.12 0.19 0.13
H -2.8821 -4.2998 -0.2752 -0.01 -0.02 0.04
H -5.2969 1.7587 3.4649 0.16 -0.05 -0.11
H 1.2618 -0.1431 4.7227 0.15 0.25 -0.17
H 4.4354 -1.6237 -1.4927 -0.05 0.01 -0.08
H 1.5935 -2.6764 -3.2840 -0.17 -0.06 0.32
H 0.2337 -0.0883 -0.4349 -0.12 -0.03 -0.19

Entry 2:
84
Properties=species:S:1:pos:R:3:forces:R:3 method="wB97M-V/def2-TZVPD" homo_energy_ev=-2.39 charge=-1
O -0.3002 -3.0376 -2.5122 -0.03 -0.29 -0.18
O 0.5280 -1.1322 13.7067 -0.04 -0.08 0.04
O -0.5034 1.8661 -4.4922 -1.59 1.81 -2.02
O -0.5345 -1.6940 -2.0508 -0.04 -0.25 -0.48
O 6.0201 1.8938 -2.1355 0.17 0.00 -0.02
O -0.3626 3.8789 -8.2620 0.07 -0.01 -0.14
O 2.7848 0.2673 -2.0825 0.28 -0.33 0.14
O -3.7006 1.4217 -0.8761 -0.17 0.16 0.14
O 0.3944 -4.5335 3.8835 0.09 0.11 0.40
O -0.5077 4.0185 -0.3148 0.02 0.09 0.01
O 1.2873 -3.1783 8.9709 -0.07 -0.10 0.10
N -1.4963 5.8119 -8.5860 0.02 -0.01 -0.02
N 2.2509 2.3233 -2.8553 0.31 0.19 -0.02
N 1.4783 -3.3544 6.7152 0.05 0.01 -0.05
N 0.1529 -3.7284 1.7701 0.23 0.16 -0.14
N 0.7198 0.6073 -2.9668 1.43 -1.46 1.41
N 0.0104 -3.2629 13.1183 -0.05 -0.06 0.09
N -2.7027 2.5558 -2.5400 -0.34 -0.01 -0.13
N -4.3020 3.5922 -1.2134 -0.14 -0.14 -0.10
N 0.9706 -1.8342 11.5900 -0.08 -0.15 0.17
N -0.2839 1.4063 -6.7022 0.11 -0.08 0.58
N 0.2210 -4.8684 7.8833 -0.03 -0.06 0.14
N -2.0360 3.9150 -9.7937 0.04 0.00 0.01
N -1.7852 0.2285 -5.4025 0.19 0.43 0.22
N -0.7522 1.7827 0.0169 0.09 0.31 0.06
N 7.6741 0.3416 -2.0569 0.14 0.08 -0.01
N 5.4545 -0.3047 -2.1505 -0.07 0.24 -0.10
N 1.0206 2.9163 0.9536 -0.07 0.13 0.10
N -0.6582 -2.5402 3.5338 0.08 0.13 0.31
C -3.5606 -2.1157 0.1246 1.15 -0.35 0.17
C -0.1146 2.9685 0.1818 0.05 -0.33 -0.05
C -3.5835 2.4618 -1.5034 0.10 0.02 -0.20
C 1.0167 -3.7587 7.9215 -0.01 -0.03 -0.20
C -0.0073 -3.6588 3.1038 -0.12 0.06 -0.29
C -2.0985 -1.6947 -0.1480 -0.24 0.13 0.14
C 1.9542 1.0130 -2.6082 -0.88 -0.10 -0.17
C -0.8349 1.2097 -5.4739 -0.40 -0.52 -0.88
C -1.9326 -1.6269 -1.6309 0.77 -0.03 1.42
C 6.3475 0.7142 -2.1157 -0.27 -0.21 -0.01
C 0.5087 -2.0099 12.8556 0.10 0.13 -0.16
C -1.2378 4.4933 -8.8417 -0.07 0.10 0.02
H -0.3402 -3.4327 14.0406 0.00 0.03 0.02
H 1.6018 2.9637 -3.2724 -0.12 -0.12 0.04
H 0.4080 2.1264 -6.7919 -0.10 0.15 -0.11
H 1.3424 -0.9334 11.3596 0.00 0.02 -0.01
H -3.6081 -3.2011 0.1808 -0.31 -0.34 -0.05
H 4.4546 -0.0635 -2.1904 0.06 0.00 0.12
H 7.9795 -0.6113 -2.0382 -0.05 -0.03 0.01
H -2.0032 -0.6766 0.2360 -0.01 0.25 0.05
H -0.1458 -5.2046 8.7518 -0.01 0.00 0.01
H -2.2071 0.0511 -4.5079 0.00 -0.16 0.07
H 5.7269 -1.2685 -2.1380 0.12 0.03 0.02
H -2.7629 4.4024 -10.2802 -0.01 0.03 0.02
H 1.2551 -3.8319 5.8528 -0.11 0.00 -0.20
H 0.0499 1.2287 -3.3927 0.46 -0.28 0.61
H -2.2124 6.3382 -9.0475 -0.02 -0.02 -0.01
H 0.6075 -4.5402 1.3990 -0.01 -0.03 0.01
H -0.4373 0.9193 0.4222 -0.02 -0.07 -0.12
H -2.0692 -0.3238 -6.1876 0.09 -0.04 -0.01
H 3.1666 2.6447 -2.5942 0.01 -0.06 0.03
H -4.9466 3.5401 -0.4487 0.04 -0.03 0.05
H 2.0647 -2.5422 6.6906 0.01 0.01 0.03
H -2.4687 -2.4561 -2.0643 -0.13 -0.18 -0.64
H 0.9580 -2.5533 10.8828 0.07 0.11 -0.19
H -0.5442 0.8830 -7.5139 -0.05 -0.01 0.01
H -1.5861 1.7743 -0.5452 0.01 -0.22 0.24
H 0.6602 -3.0948 -2.4456 0.03 0.14 0.18
H -2.5465 3.3788 -3.0884 0.14 0.08 0.11
H 0.4453 -0.3643 -2.7875 0.25 0.60 0.20
H -4.2678 -1.7893 -0.6438 -0.34 0.25 0.01
H 1.3696 2.0725 1.3661 0.00 -0.05 -0.11
H -0.2037 -3.0078 1.1349 -0.43 -0.17 -0.11
H -2.2497 -0.6620 -2.0478 -0.22 0.22 -0.43
H -0.0165 -3.9990 12.4398 0.04 0.04 -0.06
H -2.1643 1.7356 -2.7502 0.13 0.07 -0.03
H -3.8525 -1.7430 1.0985 -0.39 0.16 0.19
H -4.2070 4.4521 -1.7164 0.13 0.01 0.02
H -1.0016 -1.8366 2.9007 -0.07 -0.16 -0.18
H -0.9308 6.2618 -7.8912 0.01 -0.02 0.03
H 8.3559 1.0742 -2.0295 -0.01 0.03 0.01
H -1.8726 2.9493 -10.0030 0.01 -0.02 0.00
H -0.8099 -2.4384 4.5187 -0.03 -0.02 0.01
H -0.0101 -5.3482 7.0321 0.03 0.09 -0.07
H 1.5191 3.7726 1.0951 0.02 0.01 -0.05

Entry 3:
66
Properties=species:S:1:pos:R:3:forces:R:3 method="wB97M-V/def2-TZVPD" smiles=CC(C)O.CC(C)O.CC(C)O.CC(C)O.O.O.O.O.O.O homo_energy_ev=-10.03 relative_energy_ev=3.031
O 5.0349 -6.5240 -1.0869 -2.18 0.01 -0.11
O 0.4921 0.4479 0.6345 -0.46 -0.27 0.34
O -5.2624 -5.5769 -6.5590 -1.20 -0.84 0.70
O -8.3232 4.0669 6.3821 0.34 0.43 -1.20
O 5.7403 0.6327 4.4729 0.18 0.10 -0.16
O 6.4207 6.6148 -1.6530 0.02 0.06 0.23
O 2.4585 7.3595 -4.5861 -0.02 -0.15 0.19
O 5.7433 5.6343 3.3176 -0.06 0.16 0.18
O 0.0941 -0.7143 5.6418 0.12 0.11 0.20
O 0.3583 -4.4513 -1.4994 -0.08 0.25 -0.01
C 0.4782 2.7801 0.9341 0.88 0.46 -0.70
C 6.6975 -7.4140 0.3221 -0.67 0.18 1.72
C -6.7815 5.3797 5.0068 -0.70 0.64 -0.01
C 0.1986 1.6554 -0.0795 -0.27 -0.76 0.97
C -5.5646 -4.3123 -8.5689 1.07 0.66 0.19
C -6.3853 5.0828 7.4152 -0.48 1.68 0.38
C -4.6322 -4.6370 -7.3753 0.22 1.03 1.14
C 6.1730 -6.1824 -0.3398 0.53 0.77 -1.85
C 5.8478 -4.9744 0.5533 0.78 -0.63 0.54
C 1.0178 1.6160 -1.3360 0.86 1.06 0.29
C -4.2606 -3.3921 -6.4714 -0.46 -0.23 -1.43
C -7.4891 5.2766 6.3364 0.56 -2.29 1.69
H 1.2508 -4.7960 -1.5276 0.29 -0.07 0.01
H -5.7613 4.1892 7.3998 -0.41 -0.11 -0.51
H -0.8452 1.6746 -0.3928 -0.35 0.02 0.28
H 4.8928 0.2465 4.2519 -0.23 -0.08 -0.09
H 5.6761 5.7961 2.3765 -0.01 0.09 -0.26
H -0.1994 -5.2292 -1.4922 -0.18 -0.17 0.01
H 7.6229 -7.1983 0.8559 0.38 -0.44 -0.46
H -5.1158 -2.8977 -6.0107 -0.40 -0.33 -0.21
H 1.2838 2.5228 1.6218 -0.04 -0.49 -0.05
H 0.1653 -0.5850 4.6960 0.03 0.09 -0.29
H -6.0410 6.1766 5.0757 0.24 -0.17 0.15
H -5.6521 -6.1747 -7.2012 -0.28 -0.52 0.41
H 5.8107 0.5300 5.4220 0.04 0.00 0.25
H -3.8593 -2.6693 -7.1818 0.36 0.22 0.23
H 5.9961 -7.6602 1.1193 -0.20 -0.19 0.17
H 6.7624 -4.5863 1.0016 0.28 -0.27 0.09
H -6.2941 4.4263 4.8034 -0.13 0.13 -0.34
H 2.3164 7.1874 -5.5169 -0.07 -0.08 -0.23
H -0.3434 3.1420 1.5523 -0.26 -0.33 -0.34
H -5.7370 5.9553 7.3329 0.38 -0.01 -0.04
H 5.4141 -4.0740 0.1183 -0.35 -0.56 -0.54
H -5.6039 -5.1073 -9.3136 0.00 -0.24 0.18
H -8.8281 3.9837 7.1943 0.21 0.43 0.16
H 7.1307 6.5382 -2.2903 0.21 -0.01 -0.12
H -0.4418 -1.5017 5.7367 -0.14 -0.19 0.06
H 5.2488 -5.3377 1.3883 -0.31 0.19 -0.02
H -6.7940 5.2082 8.4178 -0.23 -0.38 0.12
H -7.4513 5.7445 4.2280 -0.09 -0.64 -0.27
H -3.7210 -5.1817 -7.6225 0.49 0.79 -0.96
H -8.1415 6.1136 6.5853 0.30 0.30 -0.14
H 2.9237 8.1958 -4.5650 0.10 0.24 0.06
H 6.8706 -5.9404 -1.1416 0.76 0.76 0.37
H 0.9043 3.6270 0.3963 -0.30 0.32 -0.08
H 0.7184 0.8638 -2.0659 -0.36 0.14 0.07
H -3.5599 -3.5465 -5.6508 0.16 -0.52 -0.36
H 0.4687 -0.2751 0.0033 -0.07 -0.20 0.00
H 2.0374 1.3742 -1.0356 0.22 0.18 -0.16
H 6.0637 4.7348 3.3841 0.07 -0.26 0.07
H -6.5743 -4.0722 -8.2359 0.06 -0.10 0.21
H -5.1814 -3.4381 -9.0953 -0.02 0.08 -0.10
H 5.6323 6.3807 -2.1427 -0.26 -0.06 -0.10
H 0.9930 2.6279 -1.7403 0.15 -0.16 -0.60
H 6.6597 -8.2737 -0.3470 0.68 0.17 -0.06
H 5.2468 -7.0624 -1.8529 0.26 0.00 0.15

no.,Kohn-Sham gap (eV)
1,9.31
2,3.89
3,10.52